No. 1
ORCA calculation (ωB97M-V with the def2-TZVPD basis set) on a structure of composition C28H41F6IrN5O9P.

Last column: Mulliken spin population.
Geometry (Å):
Ir: -0.4200 0.2477 0.4905  2.3023
N: 2.0395 0.1450 1.2362  0.0640
N: 2.6889 1.3354 0.9248  -0.0046
C: 2.1436 2.1960 0.0354  0.0495
N: 2.7197 3.3835 -0.1341  0.0044
N: 1.1087 1.7318 -0.6455  0.0962
N: 0.5196 2.4466 -1.6517  -0.0221
O: 1.0022 3.5171 -2.0313  0.0014
O: -0.4186 1.9077 -2.1941  0.0002
H: 1.8709 0.0624 2.2313  -0.0048
H: 2.5213 -0.6622 0.8610  -0.0068
H: 3.4037 1.6721 1.5475  0.0018
H: 3.4200 3.7347 0.4937  0.0006
H: 2.2942 3.9857 -0.8250  -0.0006
O: -2.9229 -2.1033 5.9098  0.0725
C: -2.3154 -1.8057 4.9214  -0.0109
C: -2.6073 -2.2757 3.4968  -0.1395
O: -3.2868 -3.2197 3.1808  0.1278
C: -1.8203 -1.3830 2.6116  0.2933
C: -0.9467 -0.5424 3.3982  0.1392
O: -0.1425 0.2522 2.8787  0.3104
C: -1.1261 -0.8458 4.8435  -0.1262
O: -0.4440 -0.4788 5.7657  0.1380
O: -1.8427 -1.3449 1.3699  0.3647
C: -3.6442 2.0415 -0.9146  -0.0195
C: -2.9611 2.2902 0.4383  0.0360
O: -1.6360 1.9838 0.4476  0.0602
C: -3.7517 1.5255 1.5373  0.0131
F: -4.9253 2.1175 1.8396  0.0000
F: -3.0529 1.4136 2.6812  0.0015
F: -4.0466 0.2691 1.1385  -0.0007
C: -3.0476 3.8100 0.7568  0.0064
F: -2.7143 4.0765 2.0336  0.0001
F: -2.1925 4.4853 -0.0341  0.0002
F: -4.2715 4.3383 0.5438  0.0011
H: -3.6567 0.9714 -1.1141  0.0073
H: -3.0540 2.5296 -1.6872  0.0001
H: -4.6630 2.4264 -0.9148  -0.0003
O: 0.4645 -1.6792 -0.4527  0.1758
P: 0.0086 -2.7539 -1.4168  -0.0028
C: -1.8019 -3.0235 -1.3616  -0.0164
C: -2.6091 -1.8067 -1.8688  0.0382
C: -3.1855 -2.0696 -3.2568  0.0005
C: -4.2111 -3.2101 -3.1923  0.0000
C: -3.7776 -4.3015 -2.1954  -0.0001
C: -2.2571 -4.3263 -2.0383  0.0026
C: 0.5823 -2.3659 -3.1260  0.0032
C: 0.0958 -0.9643 -3.5408  0.0269
C: 1.0693 -0.3182 -4.5264  0.0010
C: 2.4283 -0.0398 -3.8636  0.0002
C: 2.7447 -1.0940 -2.7904  0.0052
C: 2.1271 -2.4392 -3.1757  0.0026
C: 0.6867 -4.3602 -0.8035  0.0085
C: 0.8242 -5.4973 -1.8474  -0.0009
C: 2.2655 -5.9879 -2.0039  0.0001
C: 2.8779 -6.4382 -0.6695  0.0000
C: 2.4067 -5.5721 0.5141  -0.0003
C: 1.9551 -4.1895 0.0464  -0.0037
H: -1.9678 -3.1118 -0.2834  0.0030
H: -1.9922 -0.9047 -1.8569  -0.0119
H: -3.4313 -1.6168 -1.1774  0.0194
H: -2.3824 -2.3402 -3.9484  0.0000
H: -3.6547 -1.1660 -3.6499  -0.0001
H: -4.3352 -3.6402 -4.1885  0.0000
H: -5.1826 -2.8137 -2.8911  0.0000
H: -4.1377 -5.2764 -2.5261  0.0001
H: -4.2166 -4.1117 -1.2127  -0.0001
H: -1.7960 -4.4466 -3.0244  0.0000
H: -1.9620 -5.1872 -1.4362  0.0001
H: 0.1593 -3.1196 -3.7976  -0.0002
H: 0.0159 -0.3202 -2.6663  -0.0073
H: -0.8947 -1.0169 -3.9914  0.0043
H: 0.6400 0.6103 -4.9041  -0.0002
H: 1.2026 -0.9817 -5.3854  -0.0002
H: 2.4293 0.9557 -3.4130  -0.0002
H: 3.2094 -0.0404 -4.6274  0.0000
H: 2.3323 -0.7866 -1.8276  -0.0024
H: 3.8256 -1.1952 -2.6692  0.0000
H: 2.4890 -3.2203 -2.5115  -0.0008
H: 2.4481 -2.7065 -4.1854  0.0000
H: -0.0997 -4.6388 -0.0922  -0.0004
H: 0.4488 -5.1824 -2.8234  0.0001
H: 0.2091 -6.3441 -1.5350  0.0001
H: 2.8792 -5.1988 -2.4408  0.0000
H: 2.2808 -6.8169 -2.7133  0.0000
H: 3.9653 -6.3904 -0.7536  0.0000
H: 2.6202 -7.4819 -0.4793  0.0000
H: 3.2062 -5.4806 1.2507  0.0000
H: 1.5638 -6.0544 1.0168  0.0000
H: 2.7633 -3.7049 -0.5070  -0.0004
H: 1.7218 -3.5512 0.8990  0.0003

Summary:
Electronic energy ... -3087.2334 Eh
Multiplicity ... 5

---

No. 2
ORCA calculation (ωB97M-V with the def2-TZVPD basis set) on a structure of composition C19H35N2OTl in a non-equilibrium geometry.

Last column: natural (NBO) charge in e.
Geometry (Å):
C: 1.3162 2.4181 -0.2051  -0.7163
H: 1.7613 2.9676 0.6057  0.2473
H: 1.7977 2.0216 -1.1792  0.2359
H: 1.9805 1.4468 -0.1026  0.2067
C: -0.1059 2.8654 -0.6282  -0.4002
H: -0.4630 2.0823 -1.2963  0.1839
H: -0.7622 2.9550 0.2547  0.2104
C: -0.1359 4.2326 -1.4041  -0.6120
H: -1.1624 4.6123 -1.6048  0.2357
H: 0.3942 5.0457 -0.8530  0.2293
H: 0.3612 4.1275 -2.3909  0.2098
C: -0.8332 -2.1143 -1.0966  0.1822
C: -1.2364 -1.0851 -1.9910  0.1295
C: -0.0764 -0.5121 -2.5571  0.1206
C: 1.0454 -1.2050 -2.0482  0.0875
C: 0.5789 -2.1855 -1.1308  0.0438
C: 1.4158 -3.1245 -0.3563  -0.6948
C: 2.4707 -0.9816 -2.4075  -0.6844
C: -0.0188 0.6250 -3.5160  -0.6862
C: -2.6457 -0.7081 -2.2524  -0.6906
C: -1.7178 -2.9523 -0.2721  -0.7052
Tl: 1.3260 -0.5259 1.6485  0.9118
H: 3.1453 -1.2784 -1.5856  0.2400
H: 2.7739 -1.5713 -3.2913  0.2863
H: 2.6666 0.0776 -2.6440  0.2490
H: 2.4427 -2.7419 -0.2240  0.2399
H: 0.9882 -3.3122 0.6375  0.2329
H: 1.5114 -4.1060 -0.8439  0.2907
H: -2.6827 -2.4464 -0.0845  0.2531
H: -1.9601 -3.9282 -0.7363  0.2823
H: -1.2606 -3.1852 0.7084  0.2429
H: -2.7156 0.3064 -2.6931  0.2522
H: -3.1441 -1.3944 -2.9601  0.2867
H: -3.2329 -0.7323 -1.3192  0.2595
H: 0.6421 1.4190 -3.1420  0.2537
H: 0.3626 0.3204 -4.4965  0.2806
H: -1.0186 1.0488 -3.6711  0.2502
C: -1.7476 -2.5234 3.5037  -0.3918
N: -1.3887 -1.3431 4.2484  -0.4231
C: -1.6265 -1.2802 5.6709  -0.2104
C: -0.8390 -0.1472 6.2835  -0.4251
C: -1.1346 1.1002 5.5021  -0.2141
N: -0.6910 0.8924 4.1189  -0.4412
C: -0.5994 2.0364 3.2170  -0.4160
C: -1.0804 -0.2602 3.4938  0.7894
O: -1.0591 -0.3912 2.2388  -0.8321
H: -0.8707 -2.8797 2.9390  0.1792
H: -2.5204 -2.3230 2.7474  0.2133
H: -2.0950 -3.3135 4.1636  0.2351
H: -2.7009 -1.0534 5.8498  0.2052
H: -1.3659 -2.2470 6.1258  0.2307
H: 0.2412 -0.3426 6.2797  0.2208
H: -1.1458 -0.0038 7.3266  0.2527
H: -0.6599 2.0075 5.9165  0.2370
H: -2.2369 1.2715 5.4882  0.1997
H: -1.2830 1.8732 2.3688  0.2249
H: -0.8694 2.9735 3.7164  0.2385
H: 0.4173 2.1467 2.8131  0.1827

Summary:
Electronic energy ... -1101.5416 Eh
Total charge ... +2

---

No. 3
ORCA calculation (ωB97M-V with the def2-TZVPD basis set) on a structure of composition C16H8B3Br4O26V in a non-equilibrium geometry.

Last column: Mulliken charge in e.
Geometry (Å):
O: -2.1793 2.7695 -4.1458  -0.4756
V: -2.1978 1.5987 -3.0351  1.8532
O: -2.9846 2.1880 -1.7830  -0.4417
O: 4.9918 1.9868 1.9320  -0.6159
C: 4.1063 2.6918 2.4578  0.5775
O: 4.0959 3.1638 3.6721  -0.4671
B: 2.8738 3.8771 4.0637  0.8895
O: 2.0499 3.5810 2.8272  -0.4481
C: 2.6497 2.9108 1.9060  0.6834
O: 2.1564 2.4939 0.8832  -0.6794
O: 3.0693 5.3187 4.2996  -0.4684
C: 3.0136 5.6148 5.5564  0.5860
O: 3.2905 6.6407 6.1246  -0.6173
C: 2.5934 4.2369 6.2345  0.5544
O: 2.2995 3.3430 5.2837  -0.3557
O: 2.6898 3.9650 7.4047  -0.5754
O: 7.2958 -3.6553 -3.3969  -0.6029
C: 6.2192 -4.0983 -3.7891  0.6396
O: 5.5279 -3.7813 -4.8589  -0.4692
B: 4.1291 -4.3025 -4.7982  0.9013
O: 4.1057 -5.1905 -3.6008  -0.4393
C: 5.2477 -4.9491 -2.9591  0.5687
O: 5.5136 -5.2933 -1.8048  -0.5991
O: 3.6338 -5.0796 -6.0168  -0.4375
C: 2.5615 -4.4833 -6.4127  0.5960
O: 1.8651 -4.8754 -7.3791  -0.6651
C: 2.2311 -3.3695 -5.5088  0.6634
O: 3.1557 -3.1994 -4.5985  -0.4424
O: 1.3152 -2.5197 -5.6318  -0.7134
O: 4.2559 -2.6372 4.9387  -0.6716
C: 3.0824 -2.9982 4.7145  0.6472
O: 2.6416 -3.4988 3.6434  -0.4766
B: 1.2449 -3.8547 3.6869  0.9526
O: 0.8888 -3.5982 5.0801  -0.4593
C: 1.8811 -3.0629 5.7355  0.5884
O: 1.9073 -2.7790 6.9158  -0.6343
O: 0.3946 -3.0524 2.8049  -0.4212
C: -0.0641 -3.7540 1.7285  0.6114
O: -0.5687 -3.2492 0.6921  -0.6764
C: 0.2997 -5.2559 2.0588  0.5723
O: 0.9523 -5.2125 3.2655  -0.4110
O: -0.1015 -6.2737 1.4296  -0.6215
Br: -2.7299 7.9149 1.5825  -0.1661
C: -3.4157 7.1410 3.2537  -0.6026
C: -2.9751 7.9523 4.4092  -0.5813
Br: -3.7321 7.1497 6.0707  -0.1640
H: -3.0825 6.1035 3.2770  0.3889
H: -4.5011 7.2098 3.1812  0.3617
H: -3.5227 8.8719 4.2031  0.3512
H: -1.9064 8.1549 4.4789  0.4129
Br: -11.2237 -2.2886 -8.8859  -0.1734
C: -9.8178 -2.2950 -7.5120  -0.6146
C: -9.2965 -0.9075 -7.4973  -0.6216
Br: -7.7128 -0.8834 -6.3022  -0.1780
H: -9.0194 -3.0156 -7.6892  0.4023
H: -10.1815 -2.7007 -6.5680  0.4021
H: -10.0379 -0.1940 -7.1376  0.3880
H: -8.9790 -0.5702 -8.4840  0.3954

Summary:
Electronic energy ... -13885.9495 Eh
Total charge ... -2

---

No. 4
ORCA calculation (ωB97M-V with the def2-TZVPD basis set) on the molecule C21H20N4O3 in a non-equilibrium geometry.

Last column: natural (NBO) charge in e.
Geometry (Å):
N: 0.5825 -0.9355 4.3498  -0.8380
C: 0.3501 0.3639 3.8956  0.0701
C: 1.0050 0.7438 2.7708  0.0246
C: 1.7198 -0.2084 1.8479  0.6384
O: 2.6559 -0.9229 2.2348  -0.6124
N: 1.0393 -0.3488 0.6369  -0.6162
C: 1.5024 -1.2943 -0.4643  -0.0567
C: 2.2224 -0.5256 -1.6352  -0.4174
C: 1.4417 -0.5715 -2.9029  -0.3773
C: -0.0567 -0.5940 -2.8314  -0.2852
C: -0.7554 0.6977 -2.3404  0.0272
C: -0.6853 1.8452 -3.1688  -0.2251
C: -1.3124 3.0129 -2.7704  -0.1948
C: -1.9417 3.1268 -1.5433  -0.2304
C: -2.0629 1.9648 -0.7852  -0.1787
C: -1.4477 0.7360 -1.1284  -0.2719
C: -0.4996 -1.7506 -2.0378  0.0013
C: -1.6391 -2.5656 -2.4336  -0.1995
C: -2.0190 -3.6375 -1.7230  -0.2149
C: -1.1389 -4.0607 -0.6922  -0.1971
C: -0.1530 -3.1950 -0.1818  -0.2020
C: 0.2390 -2.0572 -0.8840  -0.0509
N: 1.1768 2.1347 2.5120  -0.5989
C: 0.6579 3.0466 3.3753  0.7618
O: 1.0280 4.2086 3.4996  -0.6518
N: -0.2616 2.7348 4.2859  -0.5956
C: -0.3582 1.4601 4.6535  0.6233
O: -1.2161 1.2941 5.4611  -0.5777
H: 0.4153 -1.0301 5.3990  0.4109
H: 1.1342 -1.6351 3.8449  0.4277
H: 0.1547 0.1337 0.6785  0.4207
H: 2.2152 -1.9547 0.0344  0.2454
H: 2.5039 0.4631 -1.3685  0.2195
H: 3.1475 -0.9748 -1.9734  0.2213
H: 1.7067 0.3464 -3.4900  0.2157
H: 1.7912 -1.4642 -3.4507  0.2095
H: -0.4032 -0.7140 -3.8610  0.2241
H: -0.1215 1.9286 -4.1369  0.2173
H: -1.4515 3.7203 -3.6096  0.2151
H: -2.5562 4.0093 -1.2611  0.2258
H: -2.6026 2.0522 0.1393  0.2121
H: -1.6876 -0.1765 -0.8065  0.2206
H: -2.1534 -2.4007 -3.4053  0.2182
H: -2.8580 -4.2635 -2.0308  0.2220
H: -1.1814 -5.0953 -0.2309  0.2199
H: 0.4065 -3.5273 0.7075  0.2171
H: 1.8562 2.4460 1.8208  0.4370
H: -0.3894 3.4341 4.9997  0.4461

Summary:
Electronic energy ... -1256.9547 Eh
SMILES ... Nc1c(C(=O)N[C@@H]2CC[C@H](c3ccccc3)c3ccccc32)[nH]c(=O)[nH]c1=O

---

No. 5
ORCA calculation (ωB97M-V with the def2-TZVPD basis set) on the molecule C4H12NO in a non-equilibrium geometry.

Last column: Mulliken spin population.
Geometry (Å):
C: -1.5094 -0.8256 -0.5367  0.0909
O: -1.3673 -2.2744 -0.3470  -0.6147
C: -0.1199 -0.2153 -0.4174  0.7780
C: -0.0663 1.2561 0.0408  -0.1503
C: 1.2986 1.8376 0.2916  0.3782
N: 0.7470 -1.1521 0.6040  2.0697
H: -1.8523 -0.4101 -1.6178  0.0095
H: -2.1499 -0.5235 0.3321  -0.0588
H: -2.1883 -2.7684 -0.5524  0.2077
H: 0.3668 -0.3021 -1.4505  0.3641
H: -0.4740 1.8880 -0.7374  0.0194
H: -0.5440 1.4370 0.9401  -0.0495
H: 1.7124 1.6875 1.3596  -0.1579
H: 1.9328 1.4104 -0.5001  -0.0255
H: 1.3861 2.8928 0.1694  -0.0374
H: 1.3614 -0.5847 1.1572  -0.4436
H: 1.3215 -1.7109 0.0707  -0.6486
H: 0.1447 -1.6423 1.1938  -0.7311

Summary:
Electronic energy ... -289.4243 Eh
Multiplicity ... 2

---

Q: The lowest electronic energy belongs to which entry?
A: C16H8B3Br4O26V

---

Q: What is the formula in the second record?
A: C19H35N2OTl

---

Q: Look up the electronic energy of the fourth one.
A: -1256.9547 Eh

---

Please write out number 4 again, unchanged.
ORCA calculation (ωB97M-V with the def2-TZVPD basis set) on the molecule C21H20N4O3 in a non-equilibrium geometry.

Last column: natural (NBO) charge in e.
Geometry (Å):
N: 0.5825 -0.9355 4.3498  -0.8380
C: 0.3501 0.3639 3.8956  0.0701
C: 1.0050 0.7438 2.7708  0.0246
C: 1.7198 -0.2084 1.8479  0.6384
O: 2.6559 -0.9229 2.2348  -0.6124
N: 1.0393 -0.3488 0.6369  -0.6162
C: 1.5024 -1.2943 -0.4643  -0.0567
C: 2.2224 -0.5256 -1.6352  -0.4174
C: 1.4417 -0.5715 -2.9029  -0.3773
C: -0.0567 -0.5940 -2.8314  -0.2852
C: -0.7554 0.6977 -2.3404  0.0272
C: -0.6853 1.8452 -3.1688  -0.2251
C: -1.3124 3.0129 -2.7704  -0.1948
C: -1.9417 3.1268 -1.5433  -0.2304
C: -2.0629 1.9648 -0.7852  -0.1787
C: -1.4477 0.7360 -1.1284  -0.2719
C: -0.4996 -1.7506 -2.0378  0.0013
C: -1.6391 -2.5656 -2.4336  -0.1995
C: -2.0190 -3.6375 -1.7230  -0.2149
C: -1.1389 -4.0607 -0.6922  -0.1971
C: -0.1530 -3.1950 -0.1818  -0.2020
C: 0.2390 -2.0572 -0.8840  -0.0509
N: 1.1768 2.1347 2.5120  -0.5989
C: 0.6579 3.0466 3.3753  0.7618
O: 1.0280 4.2086 3.4996  -0.6518
N: -0.2616 2.7348 4.2859  -0.5956
C: -0.3582 1.4601 4.6535  0.6233
O: -1.2161 1.2941 5.4611  -0.5777
H: 0.4153 -1.0301 5.3990  0.4109
H: 1.1342 -1.6351 3.8449  0.4277
H: 0.1547 0.1337 0.6785  0.4207
H: 2.2152 -1.9547 0.0344  0.2454
H: 2.5039 0.4631 -1.3685  0.2195
H: 3.1475 -0.9748 -1.9734  0.2213
H: 1.7067 0.3464 -3.4900  0.2157
H: 1.7912 -1.4642 -3.4507  0.2095
H: -0.4032 -0.7140 -3.8610  0.2241
H: -0.1215 1.9286 -4.1369  0.2173
H: -1.4515 3.7203 -3.6096  0.2151
H: -2.5562 4.0093 -1.2611  0.2258
H: -2.6026 2.0522 0.1393  0.2121
H: -1.6876 -0.1765 -0.8065  0.2206
H: -2.1534 -2.4007 -3.4053  0.2182
H: -2.8580 -4.2635 -2.0308  0.2220
H: -1.1814 -5.0953 -0.2309  0.2199
H: 0.4065 -3.5273 0.7075  0.2171
H: 1.8562 2.4460 1.8208  0.4370
H: -0.3894 3.4341 4.9997  0.4461

Summary:
Electronic energy ... -1256.9547 Eh
SMILES ... Nc1c(C(=O)N[C@@H]2CC[C@H](c3ccccc3)c3ccccc32)[nH]c(=O)[nH]c1=O